ORCA calculation (the ωB97M-V functional and the def2-TZVPD basis) on 14 unconnected molecules or ions with the total composition C84H210N14O28 in a non-equilibrium geometry.

## Properties
- DFT total energy: -6198.92739 hartree
- Multiplicity: 1
- Maximum force: 3.78 eV/Å
- Frontier orbital gap: 8.798 eV

The geometry in XYZ format:
```
336
C84H210N14O28 the ωB97M-V functional and the def2-TZVPD basis
C -1.56243 5.43789 3.83683
O -0.39749 6.25081 3.77150
C 0.16244 6.38393 2.49079
C 1.61032 6.78105 2.57259
N 2.45248 5.60236 2.50817
C 3.87093 6.06807 2.75500
C 4.14486 6.33618 4.26468
O 3.95666 5.08236 4.93047
C 4.47527 5.23653 6.26705
H -2.29835 5.61442 3.01842
H -1.94279 5.45758 4.82413
H -1.22583 4.31693 3.62858
H -0.46394 7.15504 1.99688
H 0.03766 5.39405 1.96215
H 1.89173 7.38826 3.39078
H 1.86993 7.39854 1.69455
H 2.22391 5.00395 3.32427
H 4.15586 6.90903 2.09418
H 4.52456 5.16307 2.55946
H 3.52143 7.15971 4.69269
H 5.14482 6.71647 4.40998
H 5.48408 5.68503 6.41634
H 4.42633 4.26939 6.74283
H 3.83743 5.91810 6.85184
C -5.71360 8.86578 4.15041
O -5.59162 7.59798 3.49782
C -6.06401 6.52148 4.28806
C -6.29613 5.26842 3.48910
N -5.04642 4.58430 3.12051
C -5.35616 3.41472 2.34030
C -4.12313 2.56593 2.06567
O -3.27149 3.43893 1.32873
C -2.12147 2.79459 0.98965
H -5.43843 9.62333 3.42705
H -5.00361 8.87071 5.01778
H -6.76889 9.09184 4.56791
H -7.03403 6.80398 4.75177
H -5.37639 6.23341 5.07825
H -6.99566 5.41693 2.63650
H -6.72477 4.56991 4.20886
H -4.52206 5.22854 2.54230
H -5.89604 3.64985 1.39621
H -6.09838 2.85698 2.96625
H -4.47756 1.76642 1.39993
H -3.68546 2.09799 2.94081
H -1.39984 2.75051 1.81992
H -1.63459 3.30228 0.08028
H -2.29751 1.73113 0.69340
C -0.63133 -11.07299 -0.96475
O 0.06709 -9.83267 -1.00946
C 1.15730 -9.75492 -0.08066
C 1.97858 -8.53112 -0.39804
N 2.44346 -8.61466 -1.79690
C 3.05221 -7.37817 -2.27861
C 3.38759 -7.60136 -3.75105
O 2.20101 -7.84597 -4.44986
C 2.51380 -8.68867 -5.53975
H -1.46506 -10.96563 -1.73425
H -0.94255 -11.28513 -0.00247
H 0.00136 -11.96701 -1.16425
H 1.67014 -10.69599 -0.14417
H 0.77818 -9.64334 0.97972
H 2.93645 -8.67551 0.17621
H 1.47341 -7.59445 -0.07908
H 1.65617 -8.81393 -2.40521
H 3.97266 -7.15529 -1.72494
H 2.48273 -6.45255 -2.13778
H 4.17643 -8.32405 -3.94250
H 3.81363 -6.61331 -4.11435
H 1.63699 -9.03890 -6.02842
H 3.12455 -9.47706 -5.20614
H 3.13111 -8.24217 -6.34149
C -1.28351 -4.52699 -5.51523
O -2.40238 -4.23057 -4.75194
C -3.70715 -4.69180 -5.20991
C -4.73069 -4.13997 -4.30338
N -4.60510 -2.71478 -4.28175
C -5.62665 -2.04553 -3.44082
C -5.20994 -0.64370 -3.15924
O -3.94245 -0.67528 -2.54792
C -3.55135 0.56249 -1.99542
H -1.53265 -4.57872 -6.54994
H -0.82311 -5.47267 -5.32571
H -0.45695 -3.79159 -5.42471
H -3.72729 -5.81954 -5.12312
H -3.85376 -4.49773 -6.27463
H -4.74401 -4.60825 -3.29392
H -5.65813 -4.38826 -4.80469
H -3.64104 -2.48029 -4.00134
H -5.63299 -2.55594 -2.48113
H -6.60815 -2.14669 -3.88211
H -5.85851 -0.01780 -2.63441
H -5.00934 -0.20064 -4.18188
H -3.52781 1.37126 -2.75985
H -2.54268 0.47330 -1.61336
H -4.22012 0.90265 -1.14714
C 5.10363 0.92112 -10.92244
O 5.49363 1.90320 -9.99249
C 6.81140 1.72865 -9.55896
C 7.29776 2.81946 -8.51901
N 6.54387 2.67153 -7.31048
C 7.06300 3.30230 -6.12990
C 6.02875 3.15506 -5.01598
O 4.84252 3.89673 -5.28468
C 3.92907 3.99491 -4.20494
H 5.66028 0.98713 -11.87830
H 4.00548 1.16303 -11.15816
H 5.15210 -0.09097 -10.51559
H 7.46218 1.74199 -10.43037
H 6.82357 0.78326 -9.00473
H 7.11741 3.90719 -8.86685
H 8.34883 2.63877 -8.36521
H 5.63443 3.13207 -7.42291
H 7.23741 4.44744 -6.25376
H 8.07397 2.87967 -5.84681
H 6.37678 3.58155 -4.04228
H 5.68127 2.14913 -4.85949
H 4.42608 4.63141 -3.41260
H 3.70857 2.91765 -3.80733
H 2.99962 4.52365 -4.56033
C -1.21891 -8.16355 -4.63914
O -1.96973 -7.24258 -3.85232
C -2.41203 -7.71676 -2.59656
C -2.81549 -6.51033 -1.85142
N -1.94898 -5.40104 -1.87966
C -0.67826 -5.74637 -1.33446
C 0.17175 -4.57717 -0.88527
O 1.18094 -5.08304 -0.04547
C 1.66292 -4.25613 0.96336
H -0.68627 -8.83810 -3.96821
H -0.46875 -7.53805 -5.20521
H -1.91539 -8.83278 -5.17615
H -1.65528 -8.26301 -2.06461
H -3.20146 -8.40582 -2.73162
H -2.93159 -6.87777 -0.82250
H -3.78115 -6.19829 -2.17648
H -1.88543 -5.10172 -2.79770
H -0.02849 -6.38144 -1.97412
H -0.83372 -6.34080 -0.43840
H -0.40561 -3.81501 -0.32591
H 0.60088 -3.94245 -1.67924
H 2.34349 -4.81843 1.58890
H 0.93790 -3.75597 1.62570
H 2.29080 -3.43944 0.54571
C 1.28565 -2.22431 -3.95937
O 1.93401 -1.12461 -3.37065
C 1.22123 0.05343 -3.64439
C -0.01239 0.43592 -2.83233
N 0.21288 0.60237 -1.40826
C 0.23995 -0.61658 -0.63626
C 0.09405 -0.33400 0.88409
O 1.23080 0.33762 1.40547
C 1.01038 0.69586 2.77759
H 0.23268 -2.49631 -3.59675
H 1.78389 -3.12618 -3.63795
H 1.45904 -2.26851 -5.02736
H 0.99112 0.03371 -4.69550
H 1.76396 0.95349 -3.57587
H -0.79380 -0.33270 -3.00280
H -0.24286 1.48518 -3.16823
H 1.15693 1.02674 -1.21962
H 1.16859 -1.25840 -0.77043
H -0.61493 -1.22481 -1.00583
H 0.05002 -1.34247 1.37232
H -0.77132 0.30109 1.14511
H 1.98696 0.97949 3.18020
H 0.66513 -0.16283 3.34069
H 0.32479 1.52802 2.94263
C -2.47697 -6.53179 1.94287
O -2.22752 -5.57115 2.96107
C -2.31795 -6.21536 4.24760
C -1.96704 -5.20223 5.30978
N -0.66142 -4.71231 4.99767
C -0.18366 -3.73069 5.93947
C 1.21790 -3.25302 5.65938
O 1.29869 -2.56197 4.44428
C 2.67442 -2.33730 4.04181
H -3.45426 -7.00851 2.10836
H -1.76164 -7.37419 1.86789
H -2.38331 -6.00301 1.01920
H -1.62716 -7.07405 4.27290
H -3.28763 -6.68891 4.41560
H -2.02568 -5.60759 6.37878
H -2.68905 -4.40242 5.16970
H -0.68845 -4.44923 4.04982
H -0.14202 -4.24582 6.92089
H -0.95061 -2.91279 6.02907
H 1.90141 -4.12243 5.71123
H 1.57196 -2.64107 6.43412
H 3.12975 -3.27345 3.76846
H 3.14819 -1.80423 4.83656
H 2.63853 -1.78052 3.10362
C 2.87446 2.80225 11.47292
O 2.72633 3.33426 10.15137
C 1.99364 4.66138 9.99522
C 0.96910 4.57480 8.88919
N 1.76594 4.18173 7.70720
C 1.01887 4.08963 6.40914
C -0.19696 3.12569 6.53888
O 0.22229 1.86959 7.05388
C 1.10024 1.16301 6.17509
H 2.81577 1.72634 11.26496
H 1.97498 3.01138 12.05802
H 3.70538 3.05858 12.07605
H 2.76987 5.38106 9.60874
H 1.54717 4.95614 10.91070
H 0.63782 5.55861 8.72444
H 0.16747 3.81482 9.22443
H 2.10622 3.24560 7.89003
H 1.70497 3.71215 5.65403
H 0.64508 5.08839 6.13975
H -0.60591 3.00139 5.54182
H -0.88558 3.54395 7.29962
H 0.89500 1.49916 5.11806
H 0.94355 0.10950 6.24397
H 2.11752 1.33589 6.55240
C -5.18161 2.25136 5.31980
O -4.46272 1.05976 5.10121
C -3.09149 1.13541 5.31744
C -2.44725 -0.20699 5.05354
N -2.48447 -0.46531 3.61796
C -2.24152 -1.83771 3.14575
C -2.78025 -1.94156 1.71535
O -4.21730 -1.97988 1.77593
C -4.83958 -1.84204 0.54530
H -6.17640 2.13944 4.85269
H -4.68582 3.12602 4.79391
H -5.28678 2.66043 6.41732
H -2.90221 1.37458 6.41150
H -2.70904 1.99018 4.67757
H -3.10240 -0.94333 5.56960
H -1.43391 -0.42158 5.50695
H -3.34986 -0.09314 3.20558
H -2.74975 -2.50209 3.87046
H -1.15676 -2.12525 3.17136
H -2.49894 -2.87629 1.23441
H -2.41907 -1.06788 1.14743
H -5.89364 -2.06175 0.74023
H -4.43447 -2.45376 -0.29833
H -4.78187 -0.73289 0.32614
C -0.01368 -0.12828 10.06935
O 1.38527 -0.07949 9.81562
C 1.96899 -1.36241 9.44380
C 3.42407 -1.08656 9.27795
N 3.55952 -0.22124 8.12178
C 4.79180 0.65110 8.13126
C 4.78057 1.62825 6.96363
O 4.61314 0.93935 5.71605
C 4.45439 1.84541 4.68901
H -0.19927 0.66399 10.78563
H -0.29732 -1.06504 10.51484
H -0.65486 0.04731 9.23558
H 1.52544 -1.58762 8.48148
H 1.73591 -2.14433 10.17534
H 3.98789 -2.01019 8.99134
H 3.87378 -0.66743 10.16830
H 2.76530 0.41951 7.98592
H 5.67377 0.05713 8.07851
H 4.91452 1.19329 9.05979
H 5.65295 2.29010 6.87340
H 3.96543 2.35358 7.14989
H 5.18542 2.71351 4.71789
H 3.46794 2.32797 4.74329
H 4.55490 1.40351 3.67427
C 5.91234 -1.08498 -6.93057
O 4.75552 -0.62449 -7.47278
C 3.97135 0.26713 -6.63653
C 2.72332 0.71007 -7.25100
N 1.83535 -0.36302 -7.57714
C 0.62803 0.10235 -8.37308
C -0.58941 0.24542 -7.50771
O -0.95380 -1.00185 -6.92589
C -2.26169 -1.00311 -6.46851
H 6.68762 -0.28991 -6.75041
H 6.34193 -1.83327 -7.62385
H 5.66416 -1.50274 -5.88042
H 4.58727 1.06727 -6.27919
H 3.72139 -0.28703 -5.72839
H 3.04551 1.37659 -8.10648
H 2.24691 1.32410 -6.50133
H 2.24084 -1.17460 -8.03123
H 0.44958 -0.61312 -9.17393
H 0.83767 1.07146 -8.76118
H -1.36059 0.70656 -8.17646
H -0.42953 0.95778 -6.67136
H -2.43659 -2.00576 -6.05387
H -3.01797 -0.91193 -7.24771
H -2.46742 -0.22832 -5.74799
C -2.29520 3.15592 -5.46459
O -3.63390 3.00489 -5.05446
C -4.39547 2.35683 -6.04259
C -5.82162 2.69853 -5.81898
N -6.00761 4.15576 -5.87616
C -7.20782 4.68876 -5.23592
C -8.39370 4.53847 -6.20780
O -9.61333 4.94472 -5.54190
C -10.73471 4.80686 -6.33484
H -2.16570 3.82223 -6.30338
H -1.88074 2.18242 -5.78049
H -1.71146 3.55420 -4.61961
H -4.21081 1.26894 -6.16554
H -4.16686 2.80882 -7.03721
H -6.20759 2.37662 -4.86161
H -6.34016 2.09452 -6.59055
H -5.29769 4.51522 -5.26794
H -6.96944 5.68709 -4.94291
H -7.41682 4.10979 -4.30288
H -8.36904 3.44489 -6.39322
H -8.35056 5.01161 -7.16298
H -10.85722 5.61447 -7.03820
H -11.58811 4.81225 -5.61459
H -10.80976 3.82315 -6.86501
C 5.19688 -0.44409 -3.14101
O 5.08262 0.60587 -2.28022
C 4.39451 0.08739 -1.15085
C 4.21047 1.17554 -0.12799
N 3.19084 2.12865 -0.57843
C 3.08840 3.41962 0.08245
C 1.81488 4.08607 -0.28971
O 1.96433 4.38705 -1.64389
C 0.80346 4.60612 -2.44885
H 4.25365 -0.99675 -3.31519
H 5.94480 -1.18502 -2.82273
H 5.60437 -0.14929 -4.09309
H 4.96926 -0.71754 -0.74725
H 3.40625 -0.23231 -1.38174
H 5.15378 1.66870 0.03445
H 3.97347 0.74484 0.82109
H 3.25853 2.35588 -1.57122
H 4.01499 3.99390 -0.10263
H 3.06944 3.30176 1.19753
H 1.65250 4.94439 0.31059
H 0.98050 3.35012 -0.03077
H 1.09997 4.86530 -3.50343
H 0.08615 5.22130 -1.98028
H 0.32777 3.63856 -2.62158
```